Run 1
Computed, not measured: a single C3H8FNO molecule, with ωB97M-V/def2-TZVPD.

The HOMO-LUMO gap is 10.3 eV. As for the total charge: 0. As for the structure (SMILES): N[C@@H](CO)CF.

Cartesian coordinates (Å):
1 N 0.08 1.59 -0.15
2 C -0.02 0.31 0.50
3 C -0.93 -0.77 -0.09
4 O -2.24 -0.26 0.00
5 C 1.36 -0.25 0.65
6 F 1.77 -0.56 -0.69
7 H -0.83 1.87 -0.53
8 H 0.69 1.43 -0.97
9 H -0.47 0.47 1.52
10 H -0.83 -1.62 0.59
11 H -0.54 -1.08 -1.05
12 H -2.67 -0.21 -0.86
13 H 1.47 -1.10 1.26
14 H 2.10 0.51 0.96

Atom-resolved charges from natural (NBO), all expressed in e: -0.82, -0.11, -0.08, -0.73, 0.05, -0.40, 0.36, 0.36, 0.19, 0.16, 0.18, 0.48, 0.18, 0.18


Run 2
Computed, not measured: a single C3H8FNO molecule, with ωB97M-V/def2-TZVPD.

The HOMO-LUMO gap is 10.1 eV. As for the total charge: 0. As for the structure (SMILES): NC[C@@H](O)CF.

Cartesian coordinates (Å):
1 N -0.49 1.15 -1.41
2 C -0.19 1.28 0.00
3 C -0.18 -0.08 0.69
4 O -1.49 -0.57 0.27
5 C 0.98 -1.03 0.34
6 F 0.64 -2.34 0.71
7 H 0.28 1.29 -2.12
8 H -0.98 0.33 -1.63
9 H 0.77 1.72 0.38
10 H -1.08 1.74 0.41
11 H -0.11 -0.03 1.73
12 H -1.48 -1.53 0.30
13 H 1.44 -1.11 -0.68
14 H 1.88 -0.81 1.01

Atom-resolved charges from natural (NBO), all expressed in e: -0.86, -0.23, 0.04, -0.73, 0.02, -0.38, 0.36, 0.38, 0.20, 0.21, 0.17, 0.48, 0.18, 0.17


Short version: run 1 is the most stable of them.


Run 1
Computed, not measured: a molecular structure, C40H62As2Br2HfINO8SeSi, with ωB97M-V/def2-TZVPD.

The HOMO-LUMO gap is 6.8 eV. As for the total charge: +2.

Cartesian coordinates (Å):
1 Hf -0.51 0.76 -0.55
2 C 2.59 1.93 -1.11
3 C 1.49 2.74 -1.37
4 C 0.63 2.70 -0.17
5 C 1.29 1.75 0.74
6 C 2.50 1.35 0.17
7 C 3.63 0.60 0.85
8 C 3.14 -0.68 1.52
9 C 4.19 1.54 1.93
10 C 4.76 0.26 -0.13
11 C -0.15 3.88 0.52
12 C -0.08 5.19 -0.26
13 C 0.47 4.17 1.90
14 C -1.62 3.52 0.71
15 C 1.29 3.39 -2.74
16 C 2.01 2.54 -3.81
17 C -0.20 3.49 -3.14
18 C 1.96 4.78 -2.80
19 H 3.39 1.74 -1.81
20 H 1.05 1.68 1.79
21 H 2.34 -0.47 2.23
22 H 3.96 -1.15 2.07
23 H 2.78 -1.42 0.80
24 H 3.42 1.78 2.67
25 H 4.54 2.48 1.49
26 H 5.03 1.07 2.43
27 H 4.40 -0.32 -0.99
28 H 5.52 -0.34 0.37
29 H 5.25 1.15 -0.52
30 H 0.95 5.49 -0.44
31 H -0.55 5.97 0.34
32 H -0.61 5.15 -1.21
33 H 1.55 4.27 1.83
34 H 0.23 3.40 2.64
35 H 0.07 5.10 2.29
36 H -2.10 3.30 -0.25
37 H -2.17 4.35 1.17
38 H -1.74 2.67 1.39
39 H 1.73 1.48 -3.77
40 H 3.09 2.60 -3.71
41 H 1.76 2.92 -4.79
42 H -0.86 2.81 -2.58
43 H -0.33 3.24 -4.19
44 H -0.60 4.49 -3.01
45 H 2.86 4.81 -2.18
46 H 1.30 5.58 -2.49
47 H 2.27 4.98 -3.83
48 Br -0.02 -2.13 0.26
49 C -1.61 -3.16 -0.22
50 Br -1.88 -3.36 -2.10
51 H -2.45 -2.65 0.22
52 H -1.42 -4.13 0.22
53 I -1.36 0.24 -4.66
54 C 0.23 -0.63 -3.64
55 C 0.96 -1.50 -4.45
56 C 2.12 -2.08 -3.98
57 C 2.54 -1.76 -2.69
58 C 1.76 -0.91 -1.96
59 N 0.60 -0.34 -2.38
60 H 0.62 -1.69 -5.45
61 H 2.69 -2.76 -4.60
62 H 3.45 -2.16 -2.27
63 H 2.06 -0.66 -0.95
64 C -4.41 1.97 -3.73
65 Si -4.84 1.48 -2.00
66 C -5.10 2.90 -0.83
67 C -5.90 0.00 -1.75
68 Se -2.81 0.48 -1.34
69 H -5.15 2.66 -4.16
70 H -4.36 1.09 -4.37
71 H -3.45 2.47 -3.72
72 H -5.98 2.76 -0.22
73 H -5.23 3.84 -1.38
74 H -4.24 3.02 -0.18
75 H -6.97 0.23 -1.86
76 H -5.75 -0.39 -0.75
77 H -5.65 -0.77 -2.48
78 C 1.29 0.99 6.23
79 O 0.62 1.91 5.36
80 C -0.54 1.58 4.78
81 O -1.12 2.38 4.09
82 C -1.03 0.15 4.85
83 C -2.26 -0.12 5.31
84 As -3.62 -1.56 4.84
85 C -3.46 -2.56 6.52
86 C -2.26 -2.41 3.68
87 C -1.53 -1.53 2.95
88 As 0.21 -1.02 3.72
89 C 0.54 -2.41 5.04
90 C -2.09 -0.31 2.30
91 O -1.45 0.40 1.52
92 O -3.32 -0.05 2.62
93 C -3.86 1.29 2.39
94 C -1.67 -3.79 3.81
95 O -0.95 -4.24 2.96
96 O -2.12 -4.46 4.86
97 C -1.66 -5.83 4.97
98 C -3.04 1.00 5.96
99 O -3.97 1.48 5.36
100 O -2.71 1.46 7.17
101 C -1.80 0.78 8.04
102 H 1.70 1.57 7.05
103 H 2.10 0.50 5.69
104 H 0.60 0.25 6.63
105 H -3.93 -1.92 7.27
106 H -2.44 -2.80 6.81
107 H -4.04 -3.48 6.45
108 H -0.33 -2.61 5.67
109 H 1.36 -2.04 5.66
110 H 0.86 -3.31 4.53
111 H -4.81 1.29 2.91
112 H -3.97 1.44 1.32
113 H -3.18 2.01 2.84
114 H -1.96 -6.16 5.96
115 H -0.58 -5.88 4.84
116 H -2.15 -6.43 4.20
117 H -2.31 0.66 9.00
118 H -0.92 1.40 8.17
119 H -1.52 -0.20 7.65

Atom charges from the Mulliken analysis, given in e for atoms 1 to 99: 0.52, -0.58, 0.03, 0.45, -0.61, -0.64, 2.18, -0.95, -1.77, -2.00, 2.99, -2.11, -2.23, -1.86, 2.69, -1.87, -1.48, -1.70, 0.60, 0.53, -0.47, 0.66, 0.20, 0.20, 0.39, 0.51, 0.13, 0.46, 0.43, 0.43, 0.61, 0.16, 0.38, 0.48, 0.48, 0.03, 0.78, -0.13, 0.30, 0.42, 0.60, -0.15, 0.47, 0.40, 0.31, 0.38, 0.45, 0.30, -0.69, -0.06, 0.16, 0.59, 0.28, -0.80, -0.41, -1.14, -0.91, 0.54, 0.72, 0.56, 0.49, 0.63, -0.28, -0.90, 0.45, -0.71, -1.06, 0.01, 0.41, 0.24, 0.16, 0.43, 0.41, -0.07, 0.41, 0.27, 0.31, -0.60, -0.36, 0.14, -0.55, 1.58, -0.53, 0.07, -1.19, 0.17, 0.41, 0.45, -1.36, -0.75, 1.12, -0.20, -0.57, -0.10, -0.56, -0.21, -0.75, 0.28, -0.52


Run 2
Computed, not measured: a molecular structure, C40H62As2Br2HfINO8SeSi, with ωB97M-V/def2-TZVPD.

The HOMO-LUMO gap is 6.9 eV. As for the total charge: +2.

Cartesian coordinates (Å):
1 Hf 0.94 -1.01 -0.83
2 C 0.16 -3.96 0.74
3 C 1.44 -3.43 0.81
4 C 1.31 -2.01 1.16
5 C -0.17 -1.76 1.18
6 C -0.82 -2.99 1.01
7 C -2.28 -3.30 1.26
8 C -3.24 -2.34 0.55
9 C -2.50 -3.19 2.78
10 C -2.63 -4.73 0.83
11 C 2.18 -1.16 2.14
12 C 3.38 -1.93 2.68
13 C 1.33 -0.78 3.38
14 C 2.68 0.12 1.47
15 C 2.66 -4.28 0.45
16 C 2.21 -5.39 -0.54
17 C 3.76 -3.46 -0.26
18 C 3.22 -5.03 1.68
19 H -0.07 -4.99 0.51
20 H -0.61 -0.91 1.68
21 H -3.04 -1.31 0.84
22 H -4.27 -2.58 0.84
23 H -3.18 -2.42 -0.54
24 H -2.30 -2.17 3.14
25 H -1.83 -3.87 3.31
26 H -3.53 -3.45 3.03
27 H -2.38 -4.91 -0.21
28 H -3.70 -4.90 0.96
29 H -2.10 -5.46 1.45
30 H 3.06 -2.87 3.12
31 H 3.87 -1.34 3.46
32 H 4.12 -2.11 1.91
33 H 0.81 -1.66 3.76
34 H 0.61 0.00 3.16
35 H 1.99 -0.40 4.16
36 H 3.28 -0.11 0.59
37 H 3.31 0.67 2.17
38 H 1.85 0.79 1.22
39 H 1.65 -4.98 -1.38
40 H 1.60 -6.14 -0.04
41 H 3.09 -5.90 -0.93
42 H 3.39 -2.51 -0.66
43 H 4.18 -4.03 -1.09
44 H 4.60 -3.25 0.40
45 H 2.43 -5.25 2.39
46 H 3.99 -4.46 2.19
47 H 3.67 -5.97 1.37
48 Br -1.63 -0.36 -2.42
49 C -1.16 0.68 -4.00
50 Br -0.04 -0.36 -5.14
51 H -0.62 1.56 -3.67
52 H -2.09 0.92 -4.50
53 I 3.02 -2.90 -3.87
54 C 1.03 -3.39 -3.49
55 C 0.43 -4.27 -4.37
56 C -0.86 -4.69 -4.13
57 C -1.49 -4.25 -2.98
58 C -0.83 -3.36 -2.16
59 N 0.42 -2.89 -2.40
60 H 0.98 -4.60 -5.24
61 H -1.36 -5.35 -4.82
62 H -2.48 -4.57 -2.71
63 H -1.31 -2.99 -1.28
64 C 5.79 0.10 -3.05
65 Si 4.88 1.66 -2.58
66 C 5.07 2.29 -0.82
67 C 4.25 2.85 -3.87
68 Se 2.44 0.37 -2.18
69 H 6.87 0.23 -2.99
70 H 5.54 -0.21 -4.07
71 H 5.50 -0.72 -2.39
72 H 5.07 3.38 -0.78
73 H 6.00 1.94 -0.38
74 H 4.25 1.94 -0.18
75 H 4.98 3.63 -4.10
76 H 3.33 3.34 -3.53
77 H 4.02 2.31 -4.80
78 C -2.83 1.62 3.98
79 O -1.42 1.61 3.74
80 C -0.88 2.33 2.76
81 O 0.32 2.31 2.60
82 C -1.74 3.00 1.73
83 C -1.57 4.28 1.38
84 As -1.54 5.23 -0.42
85 C -3.12 6.36 -0.09
86 C -2.34 3.61 -1.18
87 C -1.76 2.47 -0.73
88 As -2.62 1.45 0.67
89 C -4.46 2.13 0.62
90 C -0.30 2.30 -0.53
91 O 0.22 1.20 -0.24
92 O 0.41 3.36 -0.73
93 C 1.82 3.39 -0.38
94 C -3.64 3.47 -1.88
95 O -3.93 2.44 -2.46
96 O -4.37 4.57 -1.93
97 C -5.58 4.51 -2.71
98 C -0.77 5.19 2.29
99 O 0.33 5.51 1.92
100 O -1.28 5.62 3.44
101 C -2.65 5.46 3.79
102 H -2.96 1.61 5.06
103 H -3.28 0.71 3.56
104 H -3.31 2.50 3.55
105 H -2.82 7.12 0.64
106 H -3.99 5.83 0.27
107 H -3.38 6.88 -1.01
108 H -4.52 3.21 0.53
109 H -4.99 1.80 1.52
110 H -4.96 1.67 -0.24
111 H 2.11 4.43 -0.46
112 H 2.37 2.77 -1.08
113 H 1.94 3.03 0.64
114 H -6.15 5.39 -2.45
115 H -6.14 3.60 -2.48
116 H -5.34 4.51 -3.77
117 H -3.04 6.44 4.03
118 H -2.72 4.82 4.67
119 H -3.23 5.03 2.97

Atom charges from the Mulliken analysis, given in e for atoms 1 to 99: 0.33, -0.57, 0.00, 0.51, -0.31, -0.53, 2.11, -1.22, -1.72, -1.99, 3.06, -2.14, -2.39, -2.39, 2.75, -1.87, -1.57, -1.80, 0.57, 0.58, -0.17, 0.63, 0.17, 0.16, 0.38, 0.52, 0.15, 0.47, 0.43, 0.46, 0.61, 0.17, 0.40, 0.57, 0.46, 0.25, 0.76, 0.06, 0.31, 0.41, 0.59, -0.05, 0.49, 0.39, 0.31, 0.39, 0.43, 0.27, -0.64, -0.07, 0.12, 0.62, 0.23, -0.82, -0.43, -1.02, -0.88, 0.32, 0.70, 0.57, 0.48, 0.62, -0.05, -0.80, 0.32, -0.51, -0.87, -0.30, 0.44, 0.29, 0.12, 0.40, 0.43, -0.22, 0.41, 0.22, 0.33, -0.46, -0.40, 0.42, -0.57, 1.11, -0.45, 0.07, -1.21, 0.16, 0.46, 0.74, -1.39, -1.00, 1.45, -0.20, -0.46, -0.17, -0.57, -0.22, -0.76, 0.24, -0.52


Short version: run 1 is the most stable of them.


Run 1
Computed, not measured: 2 unconnected molecules or ions with the total composition C10H11NO, with ωB97M-V/def2-TZVPD.

The HOMO-LUMO gap (spin up / spin down) is 7.9 / 6.3 eV. As for the total charge: 0.

Cartesian coordinates (Å):
1 C 2.42 -0.60 1.68
2 C 2.05 -1.31 0.54
3 C 1.45 0.05 2.43
4 C 0.73 -1.36 0.15
5 C 0.13 0.04 2.03
6 C -0.26 -0.66 0.87
7 C -1.54 -0.76 -2.47
8 C -1.09 0.49 -2.14
9 C -0.67 1.50 -1.61
10 C -0.36 2.65 -0.81
11 N -1.57 -0.60 0.56
12 O -1.94 -1.41 -0.50
13 H 3.45 -0.57 1.99
14 H 2.80 -1.82 -0.04
15 H 1.73 0.58 3.33
16 H 0.44 -1.93 -0.73
17 H -0.64 0.54 2.60
18 H -0.83 -1.54 -2.72
19 H -2.54 -0.86 -2.86
20 H -2.90 -1.27 -0.56
21 H -0.05 2.30 0.18
22 H -1.25 3.28 -0.69
23 H 0.44 3.25 -1.23

Atom-resolved charges from natural (NBO), all expressed in e: -0.22, -0.22, -0.21, -0.19, -0.21, 0.05, -0.35, -0.12, 0.07, -0.69, -0.12, -0.48, 0.21, 0.21, 0.21, 0.21, 0.22, 0.21, 0.20, 0.50, 0.24, 0.24, 0.23


Run 2
Computed, not measured: a single C10H11NO molecule, with ωB97M-V/def2-TZVPD.

The HOMO-LUMO gap is 9.0 eV. As for the total charge: 0. As for the structure (SMILES): C[C@@H]1Cc2ccccc2C(=O)N1.

Cartesian coordinates (Å):
1 C 1.34 -2.99 -1.81
2 C 1.24 -1.63 -1.12
3 C 0.91 -1.37 0.51
4 C 0.51 0.14 0.97
5 C 0.99 0.97 2.05
6 C 0.30 2.19 2.39
7 C -1.15 2.31 1.72
8 C -1.55 1.59 0.53
9 C -0.53 0.49 0.23
10 C -0.73 -0.08 -1.10
11 O -1.80 0.49 -1.64
12 N 0.03 -0.90 -1.82
13 H 2.35 -3.45 -1.64
14 H 1.51 -2.96 -2.98
15 H 0.46 -3.70 -1.57
16 H 2.04 -0.82 -1.48
17 H 0.13 -2.30 0.81
18 H 1.80 -1.32 1.02
19 H 1.55 0.71 2.95
20 H 0.53 2.57 3.39
21 H -1.79 3.06 2.22
22 H -2.30 1.82 -0.31
23 H -0.12 -0.98 -2.78

Atom-resolved charges from natural (NBO), all expressed in e: -0.66, -0.03, -0.41, -0.02, -0.24, -0.18, -0.21, -0.18, -0.12, 0.61, -0.69, -0.59, 0.23, 0.23, 0.24, 0.21, 0.23, 0.21, 0.23, 0.22, 0.21, 0.31, 0.41


Short version: run 2 is the most stable of them.